(1)
A molecular structure, C37H79B3N4O12. Source: the Open Molecules 2025 dataset; level of theory: wB97M-V/def2-TZVPD.

Last column: Mulliken charge in e.
Geometry (Å):
C1 -3.44 -0.05 2.57  -0.594
C2 -2.50 -0.90 3.42  -0.502
C3 -1.19 -1.17 2.66  -0.807
C4 -0.18 -0.02 2.81  2.187
C5 0.44 -0.03 4.23  -2.001
B1 0.93 -0.31 1.75  -0.709
O1 1.94 -1.22 2.00  -0.345
B2 1.88 -2.25 1.03  0.916
N1 2.07 -3.63 1.43  -0.673
O2 1.63 -1.91 -0.28  -0.452
B3 0.72 -0.86 -0.42  0.123
C6 -0.47 -0.94 -1.43  -0.738
C7 -1.06 0.38 -1.93  -1.466
C8 -1.59 1.28 -0.81  1.780
C9 -0.80 2.57 -0.72  -1.376
N2 -1.04 3.29 0.55  0.144
C10 0.13 3.86 1.11  -0.015
N3 0.74 4.81 0.51  -0.738
N4 0.51 3.28 2.33  -0.038
O3 0.91 0.20 0.45  0.397
H1 -4.34 0.16 3.14  0.557
H2 -2.97 0.89 2.28  -0.594
H3 -3.73 -0.59 1.67  0.376
H4 -2.25 -0.41 4.35  0.406
H5 -2.98 -1.86 3.61  0.092
H6 -1.43 -1.33 1.61  -0.014
H7 -0.73 -2.10 3.01  0.520
H8 -0.69 0.92 2.61  -0.489
H9 -0.15 0.56 4.92  0.361
H10 1.46 0.34 4.21  0.395
H11 0.52 -1.06 4.57  0.423
H12 2.46 -3.64 2.37  0.177
H13 1.18 -4.12 1.49  0.277
H14 -0.16 -1.55 -2.28  0.423
H15 -1.27 -1.51 -0.95  0.315
H16 -0.35 0.90 -2.56  0.505
H17 -1.88 0.12 -2.59  0.339
H18 -2.63 1.56 -0.98  0.641
H19 -1.53 0.77 0.14  -1.235
H20 0.27 2.39 -0.81  0.392
H21 -1.07 3.22 -1.55  0.288
H22 -1.69 4.05 0.38  0.357
H23 1.54 5.13 1.05  0.214
H24 -0.16 3.51 3.06  0.001
H25 1.42 3.61 2.62  0.291
C11 5.28 -2.14 1.95  0.494
C12 5.74 -2.89 3.16  0.812
O4 4.97 -3.42 3.93  -0.595
C13 7.23 -2.95 3.38  -1.056
H26 4.19 -2.17 1.91  -0.514
H27 5.59 -1.09 1.99  -0.114
H28 5.69 -2.60 1.05  0.113
H29 7.64 -1.94 3.47  0.275
H30 7.70 -3.43 2.52  0.138
H31 7.45 -3.52 4.28  0.357
C14 7.45 -2.60 -2.23  -0.966
C15 7.93 -3.36 -1.01  0.956
O5 7.15 -3.90 -0.27  -0.571
C16 9.42 -3.39 -0.77  -1.247
H32 6.37 -2.65 -2.29  0.261
H33 7.77 -1.56 -2.17  0.336
H34 7.89 -3.05 -3.13  0.198
H35 9.80 -2.38 -0.66  0.328
H36 9.92 -3.86 -1.62  0.367
H37 9.63 -3.96 0.13  0.320
C17 7.38 2.99 2.09  -1.258
C18 6.40 1.90 1.69  0.684
O6 6.75 0.75 1.58  -0.508
C19 4.98 2.33 1.43  -0.761
H38 8.36 2.55 2.24  0.319
H39 7.43 3.74 1.30  0.349
H40 7.05 3.46 3.01  0.336
H41 4.94 3.06 0.63  0.411
H42 4.56 2.78 2.33  0.334
H43 4.38 1.46 1.16  0.035
C20 -6.98 0.24 -1.72  -1.248
C21 -6.17 -0.26 -0.55  0.770
O7 -5.02 0.10 -0.36  -0.375
C22 -6.83 -1.23 0.40  -0.777
H44 -6.38 0.92 -2.31  0.294
H45 -7.28 -0.59 -2.35  0.305
H46 -7.87 0.76 -1.36  0.368
H47 -7.12 -2.14 -0.13  0.354
H48 -7.72 -0.78 0.84  0.383
H49 -6.13 -1.49 1.19  -0.108
C23 -3.39 3.93 3.13  -0.870
C24 -2.61 3.57 4.36  1.012
O8 -1.55 4.09 4.62  -0.658
C25 -3.21 2.51 5.25  -0.948
H50 -2.85 4.70 2.58  0.240
H51 -3.50 3.05 2.50  0.069
H52 -4.38 4.31 3.38  0.472
H53 -3.33 1.58 4.69  -0.072
H54 -4.19 2.83 5.62  0.440
H55 -2.55 2.33 6.10  0.325
C26 -1.63 6.25 -2.76  -1.155
C27 -2.73 5.26 -3.08  0.937
O9 -2.52 4.07 -3.06  -0.519
C28 -4.09 5.82 -3.40  -1.176
H56 -0.71 5.72 -2.54  0.245
H57 -1.47 6.91 -3.61  0.411
H58 -1.91 6.86 -1.90  0.315
H59 -4.02 6.47 -4.28  0.352
H60 -4.46 6.41 -2.56  0.343
H61 -4.78 5.01 -3.61  0.254
C29 -5.79 -4.54 4.40  -1.164
C30 -5.86 -4.08 2.97  0.916
O10 -6.81 -3.45 2.55  -0.542
C31 -4.70 -4.42 2.08  -0.934
H62 -6.68 -4.23 4.94  0.314
H63 -5.71 -5.63 4.43  0.348
H64 -4.91 -4.12 4.89  0.301
H65 -4.58 -5.51 2.02  0.421
H66 -3.78 -3.99 2.48  0.151
H67 -4.87 -4.03 1.08  0.224
C32 7.31 -3.51 -7.71  -1.098
C33 8.01 -3.99 -6.46  0.874
O11 9.04 -3.49 -6.09  -0.550
C34 7.34 -5.11 -5.70  -1.134
H68 7.88 -2.71 -8.17  0.306
H69 7.22 -4.33 -8.43  0.325
H70 6.31 -3.15 -7.47  0.308
H71 7.26 -6.00 -6.33  0.404
H72 6.35 -4.81 -5.38  0.318
H73 7.95 -5.35 -4.83  0.260
C35 -8.90 0.81 -5.29  -1.104
C36 -7.45 1.19 -5.48  0.880
O12 -6.56 0.66 -4.86  -0.522
C37 -7.16 2.29 -6.48  -1.153
H74 -8.97 0.02 -4.55  0.247
H75 -9.48 1.67 -4.96  0.317
H76 -9.32 0.46 -6.24  0.374
H77 -7.67 3.21 -6.19  0.326
H78 -7.51 1.99 -7.47  0.367
H79 -6.09 2.47 -6.52  0.285

Properties
- HOMO energy: -8.747 eV
- Kohn-Sham gap: 9.292 eV

(2)
A molecular structure, C37H82NO23S8V. Source: the Open Molecules 2025 dataset; level of theory: wB97M-V/def2-TZVPD.

Last column: Mulliken charge in e.
Geometry (Å):
O1 2.49 -4.58 5.51  -0.661
V1 3.15 -3.34 6.19  1.552
O2 2.00 -2.41 6.73  -0.671
C1 0.26 1.52 1.37  -1.444
C2 0.30 0.15 0.63  1.484
C3 -0.39 0.16 -0.70  -1.236
C4 0.39 0.89 -1.75  -0.697
C5 1.58 0.01 -2.17  -1.056
C6 2.46 -0.29 -0.82  1.562
N1 1.63 -0.53 0.42  0.239
O3 2.51 -0.54 1.64  -0.618
C7 3.49 0.87 -0.60  -1.526
C8 3.33 -1.51 -1.15  -1.874
C9 -0.58 -0.80 1.45  -1.968
H1 -0.74 1.95 1.41  0.372
H2 1.00 2.06 0.79  0.340
H3 0.60 1.48 2.41  0.322
H4 -1.25 0.81 -0.58  0.494
H5 -0.73 -0.84 -0.97  0.432
H6 0.93 1.82 -1.54  0.360
H7 -0.18 1.18 -2.64  0.391
H8 2.03 0.74 -2.84  0.333
H9 1.43 -0.89 -2.75  0.356
H10 4.23 0.71 0.19  0.342
H11 2.94 1.67 -0.11  0.390
H12 3.82 1.38 -1.51  0.362
H13 3.85 -1.49 -2.11  0.349
H14 2.65 -2.36 -1.15  0.499
H15 4.08 -1.69 -0.38  0.336
H16 -0.66 -1.86 1.19  0.422
H17 -1.64 -0.58 1.57  0.406
H18 -0.23 -0.90 2.47  0.411
C10 -2.01 7.85 -6.90  -0.274
C11 -2.00 7.38 -5.46  -0.272
O4 -1.44 8.34 -4.75  -0.302
C12 -1.30 9.44 -5.48  0.691
O5 -1.03 10.53 -4.99  -0.543
O6 -1.71 9.19 -6.73  -0.338
H19 -2.95 7.74 -7.45  0.265
H20 -1.14 7.43 -7.39  0.242
H21 -1.24 6.59 -5.47  0.228
H22 -2.95 7.04 -5.05  0.301
C13 -6.45 -5.98 5.59  -0.238
C14 -7.90 -6.51 5.59  -0.238
O7 -8.52 -5.97 4.45  -0.325
C15 -7.68 -5.13 3.82  0.682
O8 -7.95 -4.59 2.78  -0.520
O9 -6.46 -5.13 4.52  -0.355
H23 -5.57 -6.62 5.63  0.268
H24 -6.25 -5.33 6.45  0.200
H25 -8.50 -6.17 6.43  0.270
H26 -7.79 -7.60 5.61  0.256
C16 0.09 -7.47 -0.44  -0.381
C17 -1.12 -7.56 0.46  -0.256
O10 -1.66 -8.73 -0.05  -0.291
C18 -0.73 -9.43 -0.57  0.690
O11 -0.75 -10.65 -0.67  -0.590
O12 0.31 -8.70 -0.92  -0.294
H27 0.90 -6.91 0.03  0.335
H28 -0.26 -6.89 -1.30  0.256
H29 -1.81 -6.76 0.18  0.252
H30 -0.82 -7.51 1.50  0.279
C19 -1.26 1.62 9.07  -0.343
C20 -2.28 0.45 8.88  -0.215
O13 -3.53 1.10 8.97  -0.317
C21 -3.36 2.44 9.20  0.650
O14 -4.17 3.32 9.06  -0.509
O15 -2.06 2.77 9.08  -0.320
H31 -0.45 1.61 8.34  0.278
H32 -0.80 1.48 10.05  0.264
H33 -2.06 -0.23 9.71  0.242
H34 -2.36 0.02 7.88  0.269
C22 7.65 -6.92 -5.35  -0.952
S1 8.15 -7.04 -3.61  0.518
O16 9.02 -8.26 -3.67  -0.615
C23 9.30 -5.58 -3.44  -0.845
H35 8.47 -6.76 -6.05  0.318
H36 6.96 -6.10 -5.56  0.359
H37 7.02 -7.77 -5.61  0.327
H38 9.45 -5.33 -2.39  0.278
H39 8.99 -4.67 -3.96  0.315
H40 10.21 -6.01 -3.84  0.295
C24 -8.26 1.29 4.72  -1.011
S2 -9.12 1.51 6.30  0.502
O17 -9.39 3.01 6.43  -0.622
C25 -10.62 0.66 5.86  -0.842
H41 -8.69 1.75 3.83  0.355
H42 -7.76 0.33 4.58  0.353
H43 -7.49 2.06 4.71  0.339
H44 -10.58 -0.28 5.31  0.339
H45 -11.34 1.37 5.47  0.308
H46 -10.97 0.49 6.88  0.281
C26 -1.63 1.53 -10.28  -0.860
S3 -3.15 0.59 -9.82  0.476
O18 -3.43 -0.34 -11.00  -0.600
C27 -2.20 -0.46 -8.58  -1.000
H47 -1.03 0.75 -10.75  0.286
H48 -1.24 2.05 -9.41  0.335
H49 -2.01 2.14 -11.09  0.328
H50 -1.43 -1.12 -8.98  0.323
H51 -2.83 -1.02 -7.90  0.355
H52 -1.78 0.10 -7.74  0.357
C28 -3.19 8.80 0.90  -0.853
S4 -1.66 9.75 1.09  0.500
O19 -1.72 10.31 2.53  -0.639
C29 -0.50 8.34 1.26  -0.877
H53 -3.03 8.21 0.00  0.303
H54 -4.10 9.39 0.86  0.323
H55 -3.30 8.19 1.80  0.302
H56 -0.84 7.39 0.84  0.285
H57 -0.24 8.20 2.31  0.316
H58 0.47 8.47 0.80  0.342
C30 9.56 -6.21 2.72  -1.055
S5 8.43 -4.74 2.99  0.499
O20 7.85 -4.70 4.40  -0.606
C31 9.73 -3.44 2.85  -0.863
H59 10.18 -6.36 3.60  0.353
H60 10.38 -6.20 1.99  0.369
H61 9.19 -7.22 2.55  0.360
H62 9.14 -2.54 2.95  0.280
H63 10.28 -3.37 1.91  0.349
H64 10.35 -3.47 3.75  0.313
C32 -7.47 3.37 -2.62  -0.844
S6 -9.23 2.85 -2.54  0.508
O21 -9.71 2.76 -4.00  -0.640
C33 -9.05 1.12 -1.96  -0.766
H65 -7.32 4.42 -2.37  0.304
H66 -7.25 3.14 -3.66  0.286
H67 -6.77 2.82 -1.99  0.307
H68 -9.77 1.15 -1.15  0.264
H69 -8.07 0.93 -1.51  0.292
H70 -9.34 0.39 -2.72  0.289
C34 5.47 1.51 -8.74  -0.928
S7 5.05 1.49 -10.56  0.478
O22 3.95 2.48 -10.86  -0.588
C35 4.21 -0.16 -10.42  -0.891
H71 6.48 1.13 -8.56  0.333
H72 4.62 1.24 -8.11  0.302
H73 5.62 2.54 -8.42  0.346
H74 3.42 0.15 -9.74  0.264
H75 4.72 -1.03 -10.00  0.352
H76 3.78 -0.52 -11.35  0.331
C36 7.06 2.79 8.64  -0.910
S8 6.91 1.90 6.99  0.489
O23 6.03 0.65 7.17  -0.590
C37 5.91 3.28 6.21  -0.949
H77 7.56 2.22 9.42  0.315
H78 6.03 2.89 8.98  0.302
H79 7.51 3.77 8.43  0.341
H80 4.92 3.24 6.66  0.322
H81 5.54 3.19 5.19  0.350
H82 6.25 4.25 6.57  0.326

Properties
- HOMO energy: -6.218 eV
- Kohn-Sham gap: 2.519 eV

(3)
8 unconnected molecules or ions with the total composition C37H83ClN7O9P. Source: the Open Molecules 2025 dataset; level of theory: wB97M-V/def2-TZVPD.

Last column: Mulliken charge in e.
Geometry (Å):
C1 2.22 -6.18 4.50  -0.630
C2 0.79 -6.74 4.69  -0.654
C3 -0.01 -6.75 3.38  -1.109
C4 -0.33 -5.31 2.96  0.651
C5 -0.79 -5.11 1.52  -1.539
C6 -0.52 -3.70 1.00  0.718
C7 -1.28 -2.62 1.78  -0.991
C8 -0.56 -1.27 1.93  -0.875
P1 1.14 -1.25 2.60  0.587
Cl1 1.87 0.04 0.74  -0.482
C9 2.52 -2.40 2.23  0.044
C10 3.77 -1.89 2.95  -0.666
C11 5.06 -2.59 2.50  -1.167
C12 4.97 -4.12 2.36  0.693
C13 4.97 -4.60 0.90  -1.412
C14 0.69 -2.08 4.25  -0.549
C15 0.29 -1.05 5.33  -0.417
C16 -0.38 -1.79 6.44  0.171
O1 -1.56 -1.92 6.57  -0.555
O2 0.52 -2.36 7.31  -0.475
H1 2.99 -6.91 4.74  0.558
H2 2.35 -5.89 3.45  0.114
H3 2.39 -5.28 5.09  0.048
H4 0.81 -7.73 5.15  0.410
H5 0.24 -6.08 5.37  0.192
H6 -0.95 -7.28 3.54  0.428
H7 0.56 -7.25 2.59  0.399
H8 -1.11 -4.94 3.64  0.375
H9 0.55 -4.67 3.14  -0.478
H10 -1.87 -5.27 1.47  0.268
H11 -0.32 -5.84 0.86  0.439
H12 -0.88 -3.66 -0.03  -0.018
H13 0.56 -3.49 0.96  -0.113
H14 -2.19 -2.38 1.23  0.496
H15 -1.62 -2.99 2.75  0.561
H16 -0.53 -0.77 0.96  0.300
H17 -1.14 -0.64 2.60  0.553
H18 1.50 -0.09 3.29  0.167
H19 2.68 -2.42 1.16  0.940
H20 2.25 -3.40 2.56  -0.627
H21 3.66 -1.95 4.03  0.320
H22 3.88 -0.82 2.71  0.360
H23 5.39 -2.14 1.56  0.414
H24 5.83 -2.35 3.23  0.320
H25 4.09 -4.50 2.88  -0.634
H26 5.84 -4.55 2.86  0.507
H27 4.43 -5.54 0.77  0.305
H28 5.99 -4.73 0.54  0.389
H29 4.50 -3.85 0.25  0.308
H30 -0.09 -2.84 4.15  0.021
H31 1.58 -2.61 4.62  0.196
H32 -0.40 -0.31 4.92  0.369
H33 1.19 -0.55 5.68  0.449
H34 0.31 -3.30 7.40  0.309
C17 0.08 -0.88 -3.84  -0.894
N1 -0.77 -1.92 -3.28  0.249
C18 -0.77 -3.23 -3.92  -1.003
C19 -1.54 -1.76 -2.19  0.056
O3 -2.22 -2.67 -1.71  -0.709
H35 -0.21 -0.68 -4.88  0.269
H36 1.12 -1.21 -3.83  0.444
H37 -0.02 0.04 -3.27  0.182
H38 -1.77 -3.49 -4.26  0.300
H39 -0.43 -4.00 -3.22  0.273
H40 -0.09 -3.20 -4.77  0.369
H41 -1.51 -0.76 -1.74  0.533
C20 -2.06 4.77 -2.69  -0.813
N2 -2.01 3.36 -3.01  0.225
C21 -2.44 2.92 -4.33  -1.030
C22 -1.56 2.45 -2.13  0.085
O4 -1.49 1.25 -2.36  -0.659
H42 -3.08 5.14 -2.76  0.212
H43 -1.43 5.34 -3.37  0.353
H44 -1.70 4.92 -1.68  0.296
H45 -3.27 2.21 -4.25  0.300
H46 -1.62 2.42 -4.85  0.259
H47 -2.78 3.78 -4.90  0.424
H48 -1.25 2.88 -1.17  0.270
C23 4.23 2.45 -2.94  -0.856
N3 3.97 1.24 -3.69  0.212
C24 4.66 0.01 -3.33  -1.026
C25 3.10 1.21 -4.71  0.096
O5 2.84 0.22 -5.37  -0.624
H49 5.28 2.73 -3.01  0.326
H50 3.97 2.32 -1.88  0.318
H51 3.63 3.27 -3.34  0.253
H52 5.25 -0.36 -4.17  0.334
H53 3.94 -0.76 -3.05  0.250
H54 5.32 0.21 -2.48  0.403
H55 2.62 2.19 -4.89  0.343
C26 5.89 -6.40 9.23  -0.944
N4 4.92 -5.99 8.23  0.150
C27 3.58 -6.55 8.27  -0.769
C28 5.22 -5.10 7.26  0.077
O6 4.43 -4.74 6.41  -0.564
H56 6.07 -7.47 9.18  0.339
H57 5.55 -6.14 10.23  0.338
H58 6.83 -5.88 9.05  0.288
H59 3.36 -7.08 7.34  0.212
H60 2.84 -5.76 8.39  0.224
H61 3.51 -7.24 9.11  0.380
H62 6.25 -4.73 7.31  0.257
C29 5.80 7.65 -5.37  -0.930
N5 5.01 6.54 -4.88  0.131
C30 5.14 5.24 -5.51  -0.779
C31 4.13 6.68 -3.86  0.099
O7 3.44 5.78 -3.43  -0.542
H63 5.58 7.85 -6.42  0.334
H64 6.87 7.44 -5.27  0.333
H65 5.57 8.54 -4.79  0.293
H66 4.19 4.91 -5.92  0.274
H67 5.47 4.49 -4.78  0.161
H68 5.88 5.31 -6.31  0.385
H69 4.10 7.70 -3.46  0.231
C32 -6.73 7.12 -3.52  -0.986
N6 -6.23 6.18 -4.51  0.156
C33 -6.26 6.55 -5.92  -1.002
C34 -5.74 4.98 -4.18  0.061
O8 -5.32 4.15 -4.97  -0.627
H70 -7.78 7.35 -3.71  0.384
H71 -6.15 8.05 -3.55  0.351
H72 -6.63 6.68 -2.53  0.311
H73 -6.87 5.84 -6.48  0.304
H74 -5.26 6.54 -6.34  0.291
H75 -6.69 7.55 -6.01  0.405
H76 -5.76 4.79 -3.09  0.376
C35 -12.61 5.89 -2.62  -0.921
N7 -11.33 6.58 -2.58  0.119
C36 -10.27 6.06 -1.74  -0.798
C37 -11.09 7.68 -3.32  0.113
O9 -10.04 8.28 -3.32  -0.582
H77 -13.07 5.88 -1.62  0.334
H78 -12.49 4.86 -2.96  0.340
H79 -13.28 6.41 -3.30  0.289
H80 -9.97 6.81 -1.01  0.294
H81 -9.40 5.80 -2.33  0.165
H82 -10.63 5.18 -1.22  0.379
H83 -11.95 7.99 -3.93  0.259

Properties
- HOMO energy: -8.127 eV
- SMILES: CCCCCCCC[PH](Cl)(CCCCC)CCC(=O)O.CN(C)C=O.CN(C)C=O.CN(C)C=O.CN(C)C=O.CN(C)C=O.CN(C)C=O.CN(C)C=O
- Kohn-Sham gap: 8.715 eV

For each record above, in turn, the calculated strongest force on any atom values are 1.28; 7.02; 1.38 eV/A.